(1)
The following is a quantum chemistry calculation of a cluster of 2 separate species, C19H21F8N2O3 in total, from the Open Molecules 2025 dataset.

**E_HOMO**: -10.54 eV
**Total charge**: +1
**Calculated total energy**: -50898.1056 eV
**Largest force on an atom**: 0.6 eV Å⁻¹
**Molar mass**: 477.37 g mol⁻¹

XYZ file:
```
53
Properties=species:S:1:pos:R:3:forces:R:3
C 6.3358 1.2033 0.3013 0.1438 -0.1122 0.1830
C 5.4507 -0.0310 0.4470 -0.0262 -0.0842 0.0598
C 4.2115 0.0386 -0.4499 0.2005 0.0306 0.1403
C 3.1587 -1.0370 -0.0909 0.2476 -0.2204 -0.0386
C 1.7465 -0.5985 -0.3692 -0.0965 0.0437 -0.1814
C 1.1809 -0.8202 -1.6373 -0.1517 0.2767 0.0470
C 1.9696 -1.4790 -2.7415 -0.1353 -0.3859 0.3720
O 3.0206 -1.1136 -3.1254 0.1097 0.2356 -0.2305
O 1.3260 -2.5488 -3.3507 -0.0072 -0.1915 0.0907
C 0.8877 -3.5836 -2.5535 -0.1755 -0.0447 -0.0272
F 0.7741 -4.6626 -3.2971 0.0465 0.3651 0.2597
F -0.3090 -3.3069 -1.9968 0.3223 -0.1014 -0.1717
F 1.7523 -3.7992 -1.5481 -0.1945 0.0071 -0.2141
C -0.1036 -0.3911 -1.9457 0.1062 0.0217 0.2065
C -0.8409 0.2359 -0.9693 0.0986 -0.2156 -0.3603
N -0.3177 0.4014 0.2496 0.0237 -0.0707 0.0658
O -1.1636 1.0047 1.1382 -0.0501 0.1417 -0.1658
C -1.9549 0.0381 1.9082 -0.2219 -0.3095 0.3105
C -3.3324 0.6393 2.1388 0.1393 -0.3288 -0.1028
C 0.9421 0.0387 0.5874 0.0476 -0.0774 -0.1594
C 1.4691 0.2963 2.0128 0.0212 0.1244 0.0111
F 2.7267 0.7615 1.9065 -0.1334 -0.0361 0.0371
F 0.7626 1.2280 2.6604 0.0933 -0.0161 -0.0154
C 1.4758 -1.0213 2.8938 0.1616 -0.0252 0.0524
F 0.6531 -0.8824 3.9250 0.1370 -0.0693 -0.0865
F 1.0541 -2.0595 2.1535 0.0041 0.0379 0.0997
F 2.7023 -1.2779 3.3303 -0.2911 0.0188 -0.0293
H 5.8720 2.0689 0.7808 -0.0138 0.0048 -0.1670
H 7.2959 1.0412 0.7963 -0.0649 0.0303 -0.0385
H 6.5445 1.4381 -0.7437 -0.0643 0.0119 0.0107
H 6.0215 -0.9343 0.2070 -0.0577 0.0458 -0.0205
H 5.1520 -0.1326 1.4967 -0.0160 0.0149 -0.0887
H 4.5237 -0.1119 -1.4834 -0.1241 0.1544 -0.0136
H 3.7775 1.0395 -0.3801 -0.0329 -0.0286 -0.0016
H 3.3608 -1.9324 -0.6855 -0.0790 0.0570 0.1300
H 3.2849 -1.3427 0.9484 -0.0926 0.0936 -0.0865
H -0.5381 -0.5559 -2.9233 0.0209 0.0110 0.0562
H -1.8516 0.5906 -1.1124 0.0505 0.0428 0.1461
H -2.0035 -0.8956 1.3413 -0.0020 0.0861 -0.0189
H -1.4360 -0.1591 2.8484 0.0713 0.1571 -0.1267
H -3.2892 1.7266 2.0936 -0.0078 -0.0162 0.0983
H -3.6856 0.3356 3.1235 -0.0442 0.1045 -0.0254
H -4.0428 0.2697 1.3990 -0.0150 0.2094 -0.0260
N -5.4682 2.5902 -0.8262 -0.0018 -0.0506 0.0421
C -5.6070 1.3132 -1.3089 0.0714 0.0645 0.0429
C -6.9370 0.9930 -1.2715 0.0073 -0.0509 0.0261
C -7.6280 2.1162 -0.7436 -0.0111 0.0085 -0.0057
C -6.6973 3.0838 -0.4808 0.0232 -0.0058 -0.0012
H -4.6063 3.0956 -0.7449 -0.0105 0.0358 -0.0412
H -4.7561 0.7451 -1.6466 -0.0120 0.0089 -0.0478
H -7.3697 0.0603 -1.5920 -0.0035 -0.0020 0.0021
H -8.6889 2.2044 -0.5835 -0.0026 -0.0027 0.0001
H -6.8054 4.0792 -0.0859 -0.0087 0.0010 0.0019
```
Positions in Å, forces in eV/Å.

For each atom in turn, the Mulliken charge in e is: -1.38, -0.33, -0.81, -2.13, 0.78, 0.33, -0.11, -0.38, -0.33, 0.90, -0.22, -0.23, -0.22, -0.79, -0.80, 0.16, -0.39, 0.09, -1.24, 0.64, 0.87, -0.25, -0.26, 0.72, -0.24, -0.24, -0.22, 0.33, 0.40, 0.33, 0.37, 0.25, 0.60, 0.43, 1.00, 0.50, 0.60, 0.71, 0.38, 0.14, 0.28, 0.40, 0.33, 0.05, -0.39, -0.49, -0.39, -0.52, 0.19, 0.36, 0.41, 0.40, 0.39

***

(2)
The following is a quantum chemistry calculation of an isolated molecule of C19H21FN2O3, from the Open Molecules 2025 dataset.

**Structure (SMILES)**: COc1cc2c(cc1OC)CN(CC(=O)Nc1ccc(F)cc1)CC2
**E_HOMO**: -8.06 eV
**Calculated total energy**: -31883.6039 eV
**Relative energy (zero: lowest compared OMol25 entry of this formula, charge and spin)**: 44.1 kcal/mol
**Largest force on an atom**: 0.5 eV Å⁻¹
**Molar mass**: 344.39 g mol⁻¹

XYZ file:
```
46
Properties=species:S:1:pos:R:3:forces:R:3
C -4.6178 -1.8381 -1.3943 -0.1604 0.0417 -0.1356
O -3.5581 -2.1652 -0.5323 0.3884 0.0870 0.2716
C -2.7434 -1.1590 -0.0703 -0.0197 -0.2358 0.0387
C -2.8995 0.1695 -0.4515 0.0356 0.0076 -0.0003
C -2.0617 1.1637 0.0234 -0.0244 -0.1035 0.0631
C -1.0434 0.8325 0.9082 -0.1288 -0.0673 0.0260
C -0.8652 -0.4839 1.2820 -0.2283 -0.0123 -0.0643
C -1.7029 -1.4955 0.8166 0.0184 0.0703 -0.0116
O -1.3739 -2.7330 1.2835 0.1020 0.3383 -0.0472
C -2.1548 -3.8697 0.9924 -0.1788 -0.4702 -0.0288
C -0.1170 1.9522 1.2775 -0.1074 -0.1197 0.0017
N 0.2583 2.5575 0.0026 0.0574 0.2551 0.0749
C 1.5052 3.2858 0.0376 0.0225 0.0440 0.0453
C 2.7002 2.3290 0.1284 -0.3839 -0.0071 -0.1222
O 3.7863 2.6858 0.5263 0.2899 0.1536 0.1278
N 2.3753 1.0851 -0.3053 -0.4054 -0.0083 -0.1556
C 3.1242 -0.0887 -0.2767 0.3860 -0.2965 0.0491
C 2.4561 -1.2897 -0.5179 0.1351 0.1860 0.0523
C 3.1423 -2.4876 -0.5022 0.2546 -0.0884 0.0242
C 4.5014 -2.4735 -0.2436 -0.0354 0.1324 0.0065
F 5.1783 -3.6442 -0.2295 -0.0322 0.0427 0.0035
C 5.1835 -1.2962 0.0012 -0.1168 -0.3824 -0.0582
C 4.4926 -0.0991 -0.0161 -0.0753 0.1387 0.0038
C -0.8417 3.2789 -0.6155 -0.0422 0.1613 -0.2776
C -2.2047 2.6112 -0.3406 0.0696 0.0218 0.0580
H -5.3234 -1.1451 -0.9245 0.0329 -0.0099 -0.0289
H -5.1239 -2.7805 -1.5996 -0.0107 0.0977 -0.0281
H -4.2577 -1.4111 -2.3362 -0.0223 0.0047 0.0412
H -3.6864 0.4428 -1.1365 -0.1038 -0.0180 -0.0881
H -0.0673 -0.7691 1.9500 0.1311 -0.0673 0.0979
H -2.1588 -4.0976 -0.0754 -0.0079 -0.0002 0.1078
H -1.6772 -4.6850 1.5358 -0.0532 0.0370 -0.0403
H -3.1833 -3.7548 1.3406 0.0752 -0.0236 -0.0278
H 0.7743 1.5775 1.7822 -0.0381 0.0166 0.0094
H -0.6104 2.6775 1.9467 0.1013 0.0046 0.0104
H 1.6155 3.8466 -0.8958 -0.0012 0.0060 0.0601
H 1.5775 4.0065 0.8675 0.0593 -0.0862 -0.0879
H 1.3955 0.9882 -0.5618 0.1439 0.1356 0.0419
H 1.3923 -1.2796 -0.7068 -0.1350 -0.0100 -0.0198
H 2.6378 -3.4233 -0.6824 -0.0360 -0.1035 -0.0178
H 6.2427 -1.3220 0.2020 0.1077 -0.0218 0.0176
H 5.0021 0.8296 0.1790 0.0169 0.0338 -0.0039
H -0.6479 3.2924 -1.6934 -0.0430 0.1111 0.0715
H -0.8832 4.3252 -0.2687 0.0144 -0.0811 -0.0349
H -2.6838 3.1216 0.5009 -0.0213 0.0436 -0.0743
H -2.8539 2.7325 -1.2078 -0.0307 0.0417 0.0485
```
Positions in Å, forces in eV/Å.

For each atom in turn, the Mulliken charge in e is: -0.96, -0.47, 1.32, -0.48, -0.18, 0.77, -1.02, 0.52, -0.47, -0.81, -1.19, 0.08, -0.79, 0.52, -0.67, -0.08, 0.20, -0.21, -0.73, 0.36, -0.34, -0.67, -0.25, -0.90, -1.18, 0.36, 0.25, 0.34, 0.44, 0.43, 0.26, 0.30, 0.30, 0.43, 0.40, 0.43, 0.37, 0.12, 0.39, 0.43, 0.43, 0.49, 0.44, 0.30, 0.39, 0.33

***

Question: Which of these has the highest E_HOMO?
Answer: C19H21FN2O3

***

Question: Which value of largest force on an atom does entry 2 give?
Answer: 0.5 eV Å⁻¹